{"formula": "C26H59Br4F2N4O9S2", "method": "the ωB97M-V functional and the def2-TZVPD basis", "e_lumo_ev": -7.643, "relative_energy_ev": 2.305, "homo_energy_ev": -9.66, "total_charge": 1, "energy_ha": -13213.64497, "elements": ["C", "C", "C", "C", "C", "C", "N", "O", "C", "C", "C", "H", "H", "H", "H", "H", "H", "H", "H", "H", "H", "H", "H", "H", "H", "H", "H", "H", "H", "C", "C", "N", "C", "C", "C", "C", "C", "O", "C", "H", "H", "H", "H", "H", "H", "H", "H", "H", "H", "H", "H", "H", "H", "H", "H", "H", "H", "H", "H", "N", "S", "O", "O", "F", "S", "O", "O", "F", "C", "N", "O", "O", "H", "H", "H", "Br", "C", "C", "Br", "H", "H", "H", "H", "Br", "C", "C", "Br", "H", "H", "H", "H", "C", "C", "O", "C", "C", "H", "H", "H", "H", "H", "H", "H", "H", "H", "H"], "positions_angstrom": [[9.706470, -5.801829, -16.241589], [8.988006, -6.524232, -15.042528], [8.993156, -5.628543, -13.798871], [8.054008, -6.029904, -12.646118], [6.617030, -6.054837, -13.139468], [6.456971, -6.951310, -14.371051], [7.577441, -6.691004, -15.364851], [7.469076, -7.478509, -16.534454], [5.104977, -6.563031, -15.027886], [6.356089, -8.465773, -14.029065], [9.627987, -7.854930, -14.570475], [10.721697, -5.941595, -15.870252], [9.567545, -4.728391, -16.370161], [9.543007, -6.331180, -17.180297], [8.808645, -4.633220, -14.203105], [10.026496, -5.684927, -13.456650], [8.058882, -5.328806, -11.811530], [8.512709, -6.901542, -12.179271], [6.380458, -5.062001, -13.522093], [5.917130, -6.404652, -12.380613], [4.182883, -6.804614, -14.499220], [4.969204, -6.986715, -16.022953], [5.021845, -5.511355, -15.302036], [5.912711, -9.071212, -14.819607], [5.776161, -8.616593, -13.118549], [7.304905, -8.889714, -13.700228], [10.683460, -7.686259, -14.356863], [9.436085, -8.651995, -15.288767], [9.306824, -8.179751, -13.580807], [9.967976, -13.409960, -4.731200], [8.567326, -13.159392, -4.028607], [8.191703, -11.620747, -3.975489], [9.124443, -10.957136, -2.938169], [8.437991, -10.744309, -5.323025], [7.519643, -11.225850, -6.583855], [6.695617, -11.224154, -3.604965], [6.287474, -11.569979, -2.163248], [6.532371, -12.923872, -1.952695], [5.629179, -13.461847, -1.020965], [10.099413, -12.977259, -5.722960], [10.383619, -14.414394, -4.650725], [10.722955, -12.920972, -4.115566], [8.645186, -13.415326, -2.971945], [7.732216, -13.735250, -4.427464], [8.772172, -9.947815, -2.725404], [10.109366, -10.934338, -3.404568], [9.168095, -11.486315, -1.986237], [9.487371, -10.953389, -5.530862], [8.405701, -9.662284, -5.195523], [6.495073, -11.073347, -6.244579], [7.563630, -12.291357, -6.809436], [7.766105, -10.683288, -7.496533], [6.043343, -11.763172, -4.292055], [6.700394, -10.170151, -3.882744], [5.267100, -11.188349, -2.126818], [6.858365, -10.917528, -1.502566], [4.582073, -13.496414, -1.321770], [5.707494, -12.782896, -0.171856], [5.875221, -14.493152, -0.768084], [13.968282, -7.676267, -5.713376], [13.674973, -6.306654, -6.315243], [12.717533, -6.213656, -7.401560], [14.767435, -5.364804, -6.213443], [12.722074, -5.850186, -5.035712], [14.750488, -8.240698, -7.090711], [15.993787, -7.553115, -7.456668], [13.927846, -8.658754, -8.229041], [15.177609, -9.557311, -6.397770], [18.909799, -10.500832, -2.504483], [19.109985, -11.995304, -2.290798], [18.218858, -12.755792, -2.762946], [20.162339, -12.356301, -1.764692], [19.470144, -10.230765, -3.399560], [19.369783, -10.030408, -1.635455], [17.856379, -10.238461, -2.602331], [14.795932, -4.560855, 0.263671], [15.353915, -6.467632, 0.248796], [15.885525, -6.816626, 1.640294], [16.050527, -8.886976, 1.540269], [16.072229, -6.609659, -0.558638], [14.474671, -7.046397, -0.034171], [15.154035, -6.421393, 2.345130], [16.810235, -6.321075, 1.935979], [16.889880, -3.396824, -11.068031], [18.716129, -3.120025, -10.411603], [19.594651, -2.682312, -11.596644], [19.635169, -0.795718, -11.777618], [19.044219, -4.095174, -10.051704], [18.845511, -2.385828, -9.616423], [19.457203, -3.166264, -12.563598], [20.634664, -2.844470, -11.313483], [19.244627, -0.001819, -4.895058], [19.143928, -1.210624, -3.976879], [20.188462, -2.047713, -4.397528], [20.143148, -3.277953, -3.653167], [21.158756, -4.185975, -4.261693], [18.752851, -0.043837, -5.866903], [18.647449, 0.752142, -4.382196], [20.192906, 0.477179, -5.138824], [19.312902, -0.734429, -3.011076], [18.156824, -1.672848, -3.968881], [20.255724, -2.993051, -2.607096], [19.207800, -3.829406, -3.748688], [21.220848, -5.176880, -3.811841], [22.133747, -3.702035, -4.319093], [20.880606, -4.338721, -5.304473]], "forces_ev_per_a": [[0.591, -1.336, 1.044], [-0.297, 2.281, 0.992], [0.498, 0.813, 0.150], [0.518, 0.564, -0.006], [1.134, -0.771, -0.747], [-2.556, 0.476, 0.085], [-0.442, -8.717, -6.438], [-0.220, 5.387, 6.563], [-0.140, 0.461, -1.743], [0.940, -0.364, 0.349], [-0.223, -0.638, -0.345], [0.392, 0.210, -0.750], [-0.584, -0.154, 0.372], [0.195, 0.028, 0.169], [-0.065, 0.336, 0.601], [0.004, 0.455, 0.136], [0.455, 0.441, -0.280], [-0.780, -0.558, -0.111], [-0.206, 0.215, 0.617], [-0.098, 0.277, -0.151], [0.545, -0.243, 0.607], [0.281, -0.691, 0.091], [0.355, 0.352, 0.610], [0.206, 0.260, -0.109], [-0.497, 0.597, -0.164], [0.191, 0.028, -0.514], [0.134, 0.198, -0.756], [0.353, -0.007, -0.017], [-0.597, 0.142, -0.230], [-0.272, 1.081, 1.241], [0.942, 0.597, -0.565], [-0.384, 2.016, -0.155], [-0.311, -0.206, -0.740], [0.345, -2.935, -1.538], [0.489, 0.255, 2.396], [1.343, -1.398, -0.148], [1.078, 1.479, -1.639], [-0.489, -0.146, -0.879], [-0.278, 0.034, 1.166], [-0.372, -0.457, -0.075], [-0.950, -0.366, -0.384], [-0.014, 0.486, 0.059], [-0.060, -0.040, -0.203], [0.050, 0.375, -0.278], [0.044, -0.012, -0.299], [-0.061, 0.146, 0.272], [-0.209, -0.338, -0.308], [-0.083, 0.010, -0.170], [-0.587, -0.229, 0.775], [-0.117, 0.384, -0.623], [0.534, -0.038, 0.237], [-0.044, 0.228, 0.345], [0.194, -0.081, -0.016], [-0.400, 0.008, 0.562], [-0.466, -0.660, 0.371], [0.104, -0.185, 0.513], [-0.034, 0.335, -0.565], [-0.306, -0.525, 0.651], [0.475, 0.255, 0.015], [1.578, -2.675, -2.835], [-2.877, 6.438, 2.162], [1.237, -0.194, 0.538], [-1.101, -0.676, -0.675], [0.348, -0.088, -0.583], [1.519, -1.099, -1.929], [-2.126, -1.164, 0.982], [0.768, 0.443, 2.103], [0.464, -1.106, 0.244], [0.386, -0.370, 0.571], [-0.876, -1.244, -1.158], [2.202, 1.703, 1.379], [-1.731, 0.448, -0.676], [-0.092, -0.158, 0.043], [-0.099, 0.036, -0.153], [0.179, -0.404, -0.013], [0.272, -0.627, -0.063], [0.259, 0.290, -0.026], [-0.740, -0.323, -0.978], [-0.009, 1.887, 0.572], [0.106, 0.270, 0.227], [0.000, 0.185, 0.383], [-0.196, -1.053, 0.339], [0.312, -0.625, -0.486], [0.235, 0.330, 0.520], [0.530, -0.337, -1.296], [0.974, -0.698, 0.998], [-0.414, 1.092, -0.446], [-0.109, 0.065, -0.054], [-0.709, -0.085, -0.045], [-0.489, 0.099, 0.274], [-0.040, -0.468, 0.057], [-1.833, 1.280, -0.472], [1.324, 1.780, -1.306], [-0.812, -1.604, 0.843], [0.128, 0.347, -0.368], [0.817, -0.036, -0.535], [-0.107, -0.754, -0.093], [0.024, 0.482, -0.017], [0.436, -0.649, 0.734], [0.252, -0.741, 0.706], [-0.017, -0.165, -0.252], [0.365, -0.407, 0.271], [-0.640, 0.523, -0.061], [0.057, 0.168, 0.251], [0.164, -0.171, 0.335], [-0.170, -0.061, -0.053]]}